The following is a quantum chemistry calculation of a molecular structure, C20H32AlO7S3, from the Open Molecules 2025 dataset.

Values from the calculation:
HOMO-LUMO gap ... 0.169 Eh
Total energy ... -2744.86985 hartree
Highest occupied orbital energy ... -4.6912 eV
Total charge ... -1

XYZ file:
```
63
Properties=species:S:1:pos:R:3:mulliken_charge:R:1
C -0.936 -3.007 3.702 -0.12
O -2.372 -3.159 3.503 -0.46
C -2.936 -1.942 2.945 -0.23
C -2.183 -1.702 1.517 -0.29
C -3.117 -0.886 0.467 -0.59
C -4.021 -1.992 -0.319 -0.78
C -3.402 -2.282 -1.788 -0.48
C -2.265 -3.443 -1.749 -0.64
Al -0.347 -2.670 -1.640 0.32
S 1.078 -4.199 -0.653 -0.47
S 0.405 -2.361 -3.816 -0.32
C 2.278 -2.366 -3.788 -0.42
C 2.737 -0.823 -3.786 0.51
O 2.674 -0.225 -2.674 -0.51
O 3.171 -0.193 -4.990 -0.33
C 4.371 0.586 -4.772 -0.66
C 4.178 2.176 -4.963 0.50
C 5.166 2.906 -3.937 -1.33
O 2.799 2.634 -4.936 -0.35
C 2.479 3.369 -3.758 0.58
O 2.058 2.760 -2.737 -0.45
C 2.554 4.978 -3.628 -0.48
S 2.167 5.513 -1.864 -0.22
H -0.576 -3.577 4.630 0.26
H -0.707 -1.879 3.897 0.07
H -0.342 -3.396 2.791 -0.03
H -2.805 -1.033 3.653 0.02
H -4.048 -2.089 2.737 0.39
H -1.193 -1.144 1.636 0.34
H -1.994 -2.742 1.081 0.02
H -3.798 -0.176 1.071 0.31
H -2.425 -0.322 -0.244 0.32
H -5.085 -1.592 -0.424 0.34
H -4.005 -2.953 0.323 0.35
H -2.972 -1.301 -2.224 0.22
H -4.260 -2.705 -2.435 0.28
H -2.386 -4.165 -0.871 0.25
H -2.323 -3.977 -2.768 0.37
H -0.286 -1.295 -0.819 -0.24
H 0.471 -4.462 0.584 -0.01
H 2.586 -2.781 -2.762 0.15
H 2.745 -2.937 -4.656 0.25
H 5.149 0.248 -5.553 0.29
H 4.864 0.403 -3.749 0.37
H 4.573 2.419 -6.024 0.22
H 5.254 4.044 -4.122 0.31
H 6.226 2.494 -4.163 0.38
H 4.974 2.655 -2.832 0.37
H 1.850 5.520 -4.357 0.33
H 3.606 5.397 -3.831 0.20
H 0.931 4.952 -1.554 0.15
C -0.950 2.975 5.685 -0.36
C -0.593 1.735 5.348 -0.38
C -1.329 0.560 5.858 0.36
O -1.003 -0.572 5.552 -0.51
C -2.477 0.811 6.756 -0.27
C -2.833 2.051 7.094 -0.35
C -2.097 3.227 6.583 0.37
O -2.424 4.359 6.890 -0.57
H -0.422 3.847 5.321 0.40
H 0.244 1.534 4.691 0.45
H -3.005 -0.062 7.120 0.44
H -3.670 2.252 7.751 0.39
```

The following is a quantum chemistry calculation of a molecular structure, C3HCdO, from the Open Molecules 2025 dataset.

Values from the calculation:
Relative energy (zero: lowest compared OMol25 entry of this formula, charge and spin) ... 0.411 eV
HOMO-LUMO gap (alpha / beta) ... 0.172 / 0.317 Eh
Total energy ... -356.89872 hartree
Highest occupied orbital energy (alpha / beta) ... -17.9685 / -21.7873 eV
Total charge ... +2
Spin multiplicity ... 2

XYZ file:
```
6
Properties=species:S:1:pos:R:3:mulliken_charge:R:1
O -0.942 0.841 -0.344 -0.53
C -0.020 0.057 -0.260 0.67
C 0.473 -1.235 -0.341 -0.24
C 1.062 -0.748 0.710 0.17
H 1.663 -0.679 1.612 0.42
Cd -2.237 1.764 -1.376 1.51
```

The following is a quantum chemistry calculation of a molecular structure, C52H46F3N13O4Pb, from the Open Molecules 2025 dataset.

Values from the calculation:
Relative energy (zero: lowest compared OMol25 entry of this formula, charge and spin) ... 0.844 eV
HOMO-LUMO gap ... 0.251 Eh
Total energy ... -3514.44928 hartree
Highest occupied orbital energy ... -6.9567 eV
Total charge ... 0

XYZ file:
```
119
Properties=species:S:1:pos:R:3:mulliken_charge:R:1
Pb 0.282 -0.123 2.172 1.32
C -2.071 -4.616 2.605 -0.77
C -1.126 -5.601 2.572 -0.62
C 0.224 -5.260 2.678 -0.66
C 0.582 -3.912 2.794 0.47
N -0.366 -2.962 2.775 0.34
C -1.669 -3.271 2.702 -0.57
C 1.983 -3.425 3.022 0.44
C 3.099 -4.244 2.877 -0.86
C 4.350 -3.654 3.009 -0.91
C 4.504 -2.334 3.319 -1.11
C 3.327 -1.581 3.502 1.08
N 2.122 -2.124 3.313 0.13
C 3.426 -0.177 3.957 0.14
C 4.601 0.386 4.493 -0.70
C 4.601 1.720 4.885 -0.83
C 3.392 2.431 4.850 -0.78
C 2.278 1.806 4.327 -0.36
N 2.325 0.570 3.836 0.47
H -3.141 -4.892 2.632 0.39
H -1.447 -6.645 2.514 0.42
H 0.953 -6.061 2.719 0.36
H -2.344 -2.412 2.758 0.65
H 3.030 -5.283 2.660 0.40
H 5.199 -4.325 2.906 0.41
H 5.478 -1.903 3.400 0.39
H 5.465 -0.222 4.597 0.43
H 5.511 2.122 5.339 0.41
H 3.320 3.431 5.243 0.51
H 1.256 2.260 4.385 0.42
C -4.863 1.789 -1.783 -1.32
N -3.505 1.653 -1.272 1.24
C -2.995 0.768 -0.374 -0.83
N -1.795 1.154 -0.006 0.71
C -1.567 2.272 -0.742 -0.92
N -2.616 2.613 -1.499 -1.08
C -5.010 1.769 -3.266 1.13
C -5.939 2.591 -3.907 -0.89
C -6.045 2.531 -5.308 -0.58
C -5.214 1.717 -6.077 -0.99
C -4.289 0.909 -5.426 0.08
C -4.209 0.929 -4.026 -0.29
C -3.436 0.011 -6.174 0.67
N -3.424 -0.176 -7.464 -0.55
N -2.398 -1.096 -7.731 -0.48
C -1.890 -1.392 -6.585 0.64
O -2.487 -0.708 -5.564 -0.23
C -0.781 -2.314 -6.276 -0.35
C -0.069 -2.836 -7.343 -0.94
C 1.055 -3.616 -7.097 -0.71
C 1.436 -3.909 -5.801 -0.83
C 0.765 -3.351 -4.733 0.77
C 1.162 -3.682 -3.335 -0.92
N 0.336 -3.013 -2.346 1.41
C 0.375 -1.772 -1.858 -1.09
N -0.545 -1.597 -0.952 0.33
C -1.192 -2.798 -0.955 -0.95
N -0.682 -3.692 -1.759 -1.06
C -0.337 -2.520 -4.979 0.03
H -5.249 2.770 -1.460 0.42
H -5.491 1.033 -1.298 0.22
H -3.538 -0.039 0.053 0.54
H -0.650 2.847 -0.772 0.70
H -6.520 3.285 -3.313 0.41
H -6.783 3.158 -5.790 0.39
H -5.318 1.676 -7.155 0.51
H -3.461 0.283 -3.547 0.64
H -0.460 -2.613 -8.311 0.55
H 1.619 -3.968 -7.963 0.36
H 2.272 -4.563 -5.607 0.50
H 2.183 -3.460 -3.078 0.23
H 1.025 -4.742 -3.169 0.38
H 1.118 -1.092 -2.065 0.91
H -2.009 -3.037 -0.291 0.64
H -0.863 -2.079 -4.116 0.69
F -3.991 0.969 5.284 -0.27
C -2.667 0.982 5.605 0.68
F -2.372 2.202 6.052 -0.23
F -2.516 0.116 6.628 -0.28
C -1.772 0.574 4.449 0.40
O -2.218 -0.293 3.703 -0.48
O -0.664 1.160 4.425 -0.53
C 4.437 -2.681 -1.356 -0.68
C 3.283 -3.066 -0.622 -0.65
C 2.626 -2.115 0.062 0.33
C 2.989 -0.737 0.040 0.58
C 2.238 0.262 0.755 -0.25
C 2.688 1.559 0.638 0.59
C 3.813 1.939 -0.133 -0.83
C 4.529 0.973 -0.809 -0.91
C 4.140 -0.354 -0.735 0.93
C 4.787 -1.358 -1.471 -0.84
H 5.020 -3.391 -1.942 0.42
H 3.017 -4.103 -0.547 0.52
H 1.716 -2.405 0.616 -0.42
H 2.114 2.348 1.139 -0.51
H 4.072 2.993 -0.201 0.42
H 5.414 1.235 -1.374 0.45
H 5.675 -1.169 -2.094 0.33
C -2.619 3.088 2.536 -0.54
N -1.579 4.084 2.587 0.63
C -1.981 5.299 3.226 -1.28
C -0.338 3.875 2.098 -0.27
O 0.153 2.766 1.865 0.42
N 0.456 5.014 1.874 0.10
C 1.853 4.771 1.723 -1.06
C -0.117 5.979 0.927 -1.25
H -3.438 3.375 1.876 0.35
H -3.050 2.889 3.530 0.20
H -2.175 2.196 2.128 -0.21
H -2.508 4.997 4.142 0.36
H -2.706 5.831 2.585 0.38
H -1.176 5.981 3.515 0.34
H 2.239 4.070 2.459 0.11
H 2.388 5.701 1.800 0.36
H 2.117 4.370 0.740 0.40
H -1.182 5.927 0.908 0.44
H 0.230 5.751 -0.066 0.40
H 0.219 7.003 1.113 0.29
```

The following is a quantum chemistry calculation of a single C19H23FN2O3S2 molecule, from the Open Molecules 2025 dataset.

Values from the calculation:
SMILES ... Cc1ccc(CSCCNC(=O)CN(c2ccc(F)cc2)S(C)(=O)=O)cc1
Relative energy (zero: lowest compared OMol25 entry of this formula, charge and spin) ... 0.070 eV
HOMO-LUMO gap ... 0.330 Eh
Total energy ... -1969.30434 hartree
Highest occupied orbital energy ... -8.4120 eV
Total charge ... 0

XYZ file:
```
50
Properties=species:S:1:pos:R:3:mulliken_charge:R:1
C -3.611 -4.097 0.701 -1.56
C -3.742 -2.658 0.306 0.82
C -4.764 -1.871 0.819 -0.79
C -4.900 -0.548 0.437 -0.38
C -4.011 0.022 -0.469 0.43
C -4.122 1.459 -0.848 -1.18
S -2.783 2.472 -0.097 -0.12
C -3.036 2.102 1.681 -0.40
C -1.725 1.697 2.344 -0.97
N -1.133 0.533 1.725 -0.11
C 0.019 0.606 1.030 1.28
O 0.706 1.605 0.971 -0.72
C 0.420 -0.708 0.357 -1.99
N 1.578 -0.570 -0.489 0.16
C 2.860 -0.503 0.058 0.49
C 3.964 -0.574 -0.794 -0.20
C 5.250 -0.537 -0.291 -0.81
C 5.437 -0.438 1.076 0.37
F 6.693 -0.404 1.573 -0.34
C 4.364 -0.376 1.943 -0.93
C 3.079 -0.407 1.433 -0.34
S 1.273 0.194 -1.971 0.97
C 1.896 1.876 -1.800 -0.85
O 2.016 -0.473 -2.998 -0.70
O -0.152 0.211 -2.121 -0.57
C -2.985 -0.762 -0.985 -0.40
C -2.859 -2.085 -0.603 -0.47
H -2.583 -4.437 0.602 0.36
H -3.940 -4.252 1.727 0.38
H -4.234 -4.716 0.054 0.31
H -5.465 -2.297 1.522 0.43
H -5.716 0.042 0.834 0.43
H -3.975 1.603 -1.917 0.44
H -5.076 1.892 -0.544 0.41
H -3.434 2.994 2.163 0.47
H -3.762 1.293 1.745 0.18
H -1.905 1.494 3.406 0.38
H -0.991 2.502 2.252 0.43
H -1.717 -0.283 1.623 0.13
H -0.399 -1.029 -0.287 0.39
H 0.605 -1.482 1.108 0.70
H 3.803 -0.674 -1.854 0.67
H 6.103 -0.593 -0.948 0.44
H 4.535 -0.298 3.005 0.42
H 2.252 -0.334 2.120 0.30
H 1.525 2.435 -2.649 0.42
H 1.510 2.273 -0.870 0.28
H 2.977 1.840 -1.799 0.38
H -2.278 -0.326 -1.677 0.47
H -2.066 -2.686 -1.025 0.48
```